[1]
The following is a quantum chemistry calculation of a 12-piece molecular cluster, C31H55N7O7S2 overall, from the OMol25 dataset.

SMILES ... O=S1(=O)CCCC1.O=S1(=O)CCCC1.CC(C)=O.CC(C)=O.CC(C)=O.CC#N.CC#N.CC#N.CC#N.CC#N.CC#N.CC#N
Frontier orbital gap ... 9.89 eV
Energy relative to the best compared isomer or geometry (same formula, charge and spin) ... 0.0 kcal per mole
Total energy ... -2920.3845 a.u.
Multiplicity ... 1
Strongest force on any atom ... 4.3 eV/A

Last column: Mulliken charge in e.
CARTESIAN COORDINATES (ANGSTROEM)
O -2.664 3.862 3.681  -0.6503
S -1.853 3.976 2.444  1.0653
O -2.437 3.580 1.173  -0.5825
C -1.063 5.692 2.238  -0.8997
C 0.454 5.339 2.096  -0.7198
C 0.745 4.048 2.960  -0.7899
C -0.256 3.009 2.654  0.9775
H -1.247 6.190 3.190  0.4528
H -1.691 6.189 1.499  0.4458
H 0.764 5.130 1.072  0.1419
H 1.054 6.188 2.421  0.4716
H 0.501 4.482 3.930  0.2647
H 1.799 3.789 2.859  0.3821
H -0.327 2.212 3.393  -0.2677
H 0.013 2.535 1.710  -0.3245
O -2.010 1.225 7.713  -0.6804
S -1.196 1.046 6.502  1.0055
O -0.248 2.091 6.068  -0.5532
C -0.312 -0.601 6.672  -0.7647
C -0.173 -1.060 5.180  -0.2906
C -1.426 -0.652 4.445  0.3644
C -2.205 0.506 5.040  -0.5130
H -1.003 -1.287 7.162  0.3130
H 0.480 -0.241 7.328  0.4765
H 0.717 -0.716 4.652  -0.1661
H -0.048 -2.140 5.106  0.4760
H -2.114 -1.497 4.427  0.4362
H -1.286 -0.518 3.372  -0.6125
H -3.173 0.156 5.399  0.4420
H -2.355 1.433 4.488  0.1041
C -2.522 -3.093 -5.078  -1.0898
C -3.067 -2.241 -4.008  0.7097
C -2.899 -2.702 -2.608  -0.6161
O -3.868 -1.344 -4.291  -0.6072
H -2.960 -2.729 -6.007  0.4371
H -2.823 -4.136 -4.975  0.3743
H -1.448 -3.016 -5.250  0.0301
H -2.469 -1.858 -2.068  0.0660
H -2.126 -3.443 -2.408  0.3118
H -3.815 -2.977 -2.086  0.3748
C 0.343 -0.726 0.608  -0.9302
C 0.132 -0.609 -0.852  1.3515
C 1.102 -1.376 -1.739  -0.8420
O -0.696 0.167 -1.333  -0.5175
H 1.320 -0.297 0.827  0.2034
H 0.397 -1.720 1.051  0.3463
H -0.422 -0.320 1.270  -0.1330
H 1.255 -0.941 -2.727  0.2566
H 0.826 -2.407 -1.958  -0.0475
H 2.059 -1.317 -1.222  0.0941
C 1.704 2.038 -5.329  -1.1922
C 0.327 2.014 -4.748  0.7656
C -0.464 0.676 -4.595  -0.1876
O -0.209 3.093 -4.491  -0.5812
H 2.038 2.982 -5.758  0.3575
H 1.907 1.248 -6.052  0.3468
H 2.339 1.843 -4.464  0.1995
H -0.684 0.426 -3.557  -0.2643
H 0.180 -0.103 -5.005  0.2173
H -1.437 0.658 -5.086  0.4422
C 2.741 -5.231 -0.620  -0.7491
C 1.577 -4.716 0.150  0.4748
N 0.628 -4.407 0.746  -0.4703
H 2.623 -5.327 -1.699  0.1690
H 2.987 -6.125 -0.047  0.3391
H 3.561 -4.519 -0.532  0.2391
C -3.771 1.498 -0.320  0.1037
C -4.873 2.312 -0.646  0.1675
N -5.739 2.953 -0.972  -0.4702
H -3.893 0.476 -0.681  0.2240
H -3.523 1.444 0.740  0.1188
H -2.965 2.010 -0.846  -0.1192
C -2.412 -3.323 0.484  -0.0084
C -3.076 -2.502 1.538  0.2737
N -3.580 -1.834 2.346  -0.5475
H -3.264 -3.552 -0.155  0.2532
H -1.992 -4.164 1.036  0.4372
H -1.652 -2.770 -0.069  -0.3851
C 5.414 -0.299 -1.495  -0.8445
C 4.697 -1.475 -1.989  0.5456
N 4.111 -2.377 -2.453  -0.4709
H 5.827 -0.488 -0.505  0.2829
H 4.853 0.633 -1.424  0.2023
H 6.244 -0.133 -2.181  0.3405
C 0.607 3.598 -1.486  -0.0875
C 1.655 2.673 -1.031  0.4819
N 2.485 1.887 -0.707  -0.4115
H -0.146 3.086 -2.085  -0.0602
H 1.007 4.546 -1.846  0.4211
H 0.102 3.929 -0.579  -0.3397
C 3.070 1.078 2.942  0.2278
C 4.555 1.072 2.973  -0.0677
N 5.711 1.117 2.956  -0.4451
H 2.761 1.598 3.848  0.2990
H 2.753 0.039 2.853  0.2135
H 2.695 1.664 2.102  -0.2137
C 1.354 -4.197 -4.961  -1.0354
C 0.637 -4.598 -3.774  0.5116
N 0.028 -4.952 -2.847  -0.4782
H 1.637 -3.144 -4.989  0.2497
H 0.819 -4.494 -5.863  0.3681
H 2.290 -4.744 -4.848  0.3794

[2]
The following is a quantum chemistry calculation of C31H56BrCuN6O2Si as an isolated structure, from the OMol25 dataset.

Frontier orbital gap (alpha / beta) ... 7.88 / 7.38 eV
Energy relative to the best compared isomer or geometry (same formula, charge and spin) ... 3.0 kcal per mole
Total energy ... -6197.6423 a.u.
Total charge ... +1
Multiplicity ... 2
Strongest force on any atom ... 0.4 eV/A

Last column: Mulliken spin population.
CARTESIAN COORDINATES (ANGSTROEM)
Cu -1.311 -0.461 1.175  0.0011
N 0.314 -2.889 -0.628  -0.0006
N -0.571 -2.909 -1.712  0.0008
C -1.661 -2.141 -1.837  -0.0008
N -2.475 -2.357 -2.867  0.0000
N -1.829 -1.227 -0.872  0.0057
N -2.789 -0.286 -0.970  -0.0007
O -2.808 0.469 0.016  0.0019
O -3.546 -0.166 -1.911  -0.0001
H -0.191 -2.648 0.219  0.0014
H 1.006 -2.161 -0.786  0.0009
H -0.466 -3.711 -2.312  0.0000
H -2.214 -3.008 -3.589  0.0001
H -3.233 -1.712 -3.025  0.0001
C 3.063 2.077 1.744  0.0029
C 2.459 1.073 2.689  -0.1020
C 3.098 0.725 3.882  0.2613
C 2.556 -0.220 4.761  -0.0632
C 3.267 -0.576 6.040  -0.0007
C 1.362 -0.829 4.443  0.1315
C 0.669 -0.511 3.241  0.1688
C 1.261 0.465 2.392  0.0536
N -0.501 -1.038 2.822  0.5091
C -1.253 -2.072 3.558  -0.2036
C -0.460 -3.390 3.681  0.0686
C -1.315 -4.446 4.392  0.0024
C -1.722 -3.924 5.775  0.0022
C -2.564 -2.652 5.626  0.0007
C -3.811 -2.953 4.794  -0.0011
C -3.383 -3.456 3.414  -0.0006
C -2.567 -4.741 3.564  -0.0004
C -2.519 -2.389 2.736  0.0342
C -1.731 -1.566 4.934  0.0676
H 3.880 2.621 2.215  -0.0012
H 2.318 2.796 1.404  -0.0042
H 3.458 1.573 0.859  -0.0036
H 4.038 1.202 4.136  0.0047
H 4.148 0.046 6.190  -0.0023
H 3.590 -1.618 6.026  -0.0035
H 2.610 -0.445 6.901  -0.0034
H 0.961 -1.550 5.135  0.0316
H 0.739 0.739 1.479  0.0804
H 0.472 -3.252 4.225  -0.0041
H -0.192 -3.733 2.675  -0.0042
H -0.722 -5.357 4.501  -0.0008
H -0.831 -3.719 6.377  0.0000
H -2.296 -4.689 6.305  0.0002
H -2.858 -2.288 6.612  0.0000
H -4.424 -2.053 4.696  -0.0006
H -4.424 -3.709 5.292  0.0004
H -4.264 -3.643 2.797  0.0000
H -2.284 -5.129 2.580  -0.0005
H -3.169 -5.511 4.054  0.0001
H -3.102 -1.468 2.607  -0.0136
H -2.219 -2.744 1.740  -0.0106
H -0.895 -1.287 5.573  -0.0021
H -2.330 -0.663 4.783  -0.0043
C 2.736 3.879 -4.469  -0.0001
C 2.597 2.814 -3.365  0.0000
C 3.045 3.430 -2.030  0.0007
C 3.582 1.675 -3.667  0.0000
Si 0.795 2.170 -3.299  -0.0013
Br 0.662 1.036 -1.301  0.0014
C -0.541 3.537 -3.150  0.0002
C -0.061 4.662 -2.219  0.0000
C -1.860 3.017 -2.555  -0.0002
C -0.832 4.148 -4.532  0.0000
C 0.399 0.829 -4.620  0.0001
C 1.108 -0.506 -4.340  0.0001
C 0.814 1.318 -6.019  -0.0001
C -1.104 0.524 -4.650  -0.0002
H 3.786 4.176 -4.546  0.0000
H 2.162 4.780 -4.250  0.0000
H 2.429 3.511 -5.449  0.0000
H 4.079 3.775 -2.135  0.0000
H 3.021 2.695 -1.225  -0.0006
H 2.444 4.284 -1.729  0.0000
H 4.601 2.073 -3.632  0.0000
H 3.438 1.244 -4.657  0.0000
H 3.518 0.875 -2.925  0.0000
H 0.199 4.285 -1.228  0.0000
H -0.874 5.384 -2.093  0.0000
H 0.793 5.205 -2.621  0.0000
H -1.726 2.635 -1.542  0.0001
H -2.330 2.241 -3.154  0.0000
H -2.566 3.852 -2.497  0.0000
H 0.062 4.551 -5.011  0.0000
H -1.539 4.976 -4.413  0.0000
H -1.289 3.432 -5.215  0.0000
H 2.190 -0.416 -4.276  0.0000
H 0.883 -1.198 -5.159  0.0000
H 0.753 -0.956 -3.410  0.0000
H 1.894 1.420 -6.117  0.0000
H 0.358 2.275 -6.279  0.0000
H 0.489 0.588 -6.767  0.0000
H -1.475 0.225 -3.667  0.0001
H -1.284 -0.302 -5.347  0.0000
H -1.698 1.370 -4.992  0.0000

[3]
The following is a quantum chemistry calculation of C31H56EuN3O3P2 as an isolated structure, from the OMol25 dataset.

Frontier orbital gap (alpha / beta) ... 5.27 / 6.06 eV
Total energy ... -2997.5008 a.u.
Total charge ... +1
Multiplicity ... 8
Strongest force on any atom ... 8.0 eV/A

Last column: Mulliken spin population.
CARTESIAN COORDINATES (ANGSTROEM)
C -1.218 0.380 -2.473  -0.0182
C -0.819 -1.734 -1.502  -0.0050
C -1.720 -0.217 -3.616  -0.0007
C -1.284 -2.379 -2.622  0.0011
C -1.755 -1.599 -3.682  0.0028
H -2.039 0.420 -4.424  0.0000
H -1.281 -3.463 -2.654  -0.0005
H -2.144 -2.088 -4.569  -0.0001
N -0.867 -0.403 -1.478  -0.0187
P 0.512 2.427 -1.347  0.1655
P -0.697 -1.758 1.429  0.1308
C -1.008 1.901 -2.308  0.0104
H -0.974 2.370 -3.308  0.0034
H -1.875 2.329 -1.773  -0.0027
C 1.039 1.428 1.970  0.2957
O 1.640 1.873 2.861  0.1801
C -0.150 -2.431 -0.330  0.0235
H -0.329 -3.515 -0.357  0.0000
C 0.398 -2.493 2.699  -0.0612
C -2.496 -2.034 1.559  -0.0160
C 1.997 2.049 -2.380  -0.0246
C 0.277 4.141 -0.802  -0.0383
C 1.584 -1.557 3.084  0.0897
H 1.261 -0.789 3.800  0.0168
H 2.350 -2.177 3.578  -0.0032
H 2.050 -1.055 2.227  -0.0302
C -0.430 -2.691 3.971  -0.0036
H -0.767 -1.735 4.386  0.0005
H -1.289 -3.346 3.817  0.0008
H 0.220 -3.161 4.718  -0.0005
C 0.942 -3.831 2.191  0.0005
H 1.155 -4.474 3.060  -0.0001
H 0.238 -4.371 1.553  -0.0002
H 1.888 -3.709 1.644  0.0004
C -2.995 -1.366 2.882  0.0108
H -2.341 -0.554 3.209  -0.0021
H -3.987 -0.943 2.695  0.0006
H -3.100 -2.095 3.695  0.0009
C -3.292 -1.389 0.399  0.0173
H -2.917 -0.399 0.127  -0.0084
H -3.303 -2.035 -0.483  -0.0001
H -4.330 -1.267 0.740  0.0004
C -2.738 -3.548 1.577  -0.0002
H -1.855 -4.139 1.326  -0.0007
H -3.096 -3.853 2.562  0.0000
H -3.530 -3.805 0.857  0.0004
C 1.461 4.545 0.104  -0.0032
H 1.372 5.617 0.316  0.0005
H 1.439 4.007 1.063  -0.0075
H 2.434 4.370 -0.370  0.0034
C -1.024 4.311 0.021  0.0174
H -1.893 3.859 -0.464  0.0007
H -0.928 3.887 1.028  -0.0135
H -1.212 5.389 0.117  0.0000
C 0.173 5.013 -2.050  0.0020
H -0.341 4.508 -2.872  -0.0005
H -0.416 5.904 -1.800  0.0007
H 1.147 5.368 -2.402  0.0006
C 1.734 0.797 -3.226  0.0089
H 0.991 0.981 -4.005  0.0001
H 2.673 0.496 -3.707  0.0003
H 1.406 -0.040 -2.598  -0.0002
C 3.211 1.769 -1.439  0.0147
H 3.485 0.707 -1.490  -0.0028
H 4.065 2.375 -1.762  0.0002
H 3.007 2.006 -0.383  -0.0031
C 2.304 3.218 -3.321  0.0008
H 1.432 3.504 -3.916  0.0003
H 2.699 4.101 -2.804  0.0003
H 3.082 2.885 -4.024  0.0000
Eu -0.001 0.552 0.432  6.2828
N 1.728 -0.831 -0.180  0.0279
C 1.405 -1.998 -0.478  -0.0621
C 2.435 -3.029 -1.077  -0.0012
C 1.856 -4.420 -1.267  0.0007
C 2.875 -2.472 -2.423  0.0004
C 3.643 -3.062 -0.114  -0.0002
H 1.507 -4.872 -0.333  -0.0002
H 1.036 -4.429 -1.989  -0.0002
H 2.646 -5.072 -1.659  0.0001
H 3.369 -1.499 -2.298  0.0000
H 3.590 -3.159 -2.887  -0.0002
H 2.031 -2.341 -3.109  -0.0001
H 3.935 -4.095 0.081  -0.0001
H 4.483 -2.539 -0.578  0.0001
H 3.440 -2.570 0.843  0.0005
N -3.135 3.919 3.372  0.0014
C -3.436 2.623 2.651  0.0000
C -2.114 1.911 2.350  0.0115
O -1.376 1.626 3.340  0.0010
O -1.904 1.685 1.127  0.0012
H -2.651 3.735 4.256  0.0003
H -4.009 4.410 3.574  0.0002
H -2.557 4.534 2.786  -0.0007
H -4.052 2.030 3.312  -0.0002
H -3.970 2.871 1.744  -0.0001

[4]
The following is a quantum chemistry calculation of a 11-piece molecular cluster, C31H56N11O13 overall, from the OMol25 dataset.

Frontier orbital gap ... 4.57 eV
Energy relative to the best compared isomer or geometry (same formula, charge and spin) ... 28.9 kcal per mole
Total energy ... -2793.7363 a.u.
Total charge ... +1
Multiplicity ... 1
Strongest force on any atom ... 19.5 eV/A

Last column: Mulliken charge in e.
CARTESIAN COORDINATES (ANGSTROEM)
C -1.607 -0.442 -1.032  -0.0134
C -1.128 0.932 -0.686  1.7430
C -1.765 1.470 0.704  -2.3920
C -1.099 0.799 1.841  0.5854
C 0.391 1.186 2.044  -2.1472
C 1.101 0.795 0.623  1.4398
N 0.256 1.043 -0.591  1.2487
O 0.858 1.582 -1.599  -0.3091
C 1.567 -0.615 0.500  -2.1691
C 2.457 1.694 0.484  -2.3239
C -1.772 1.882 -1.740  -2.2997
H -1.324 -1.221 -0.302  -0.2032
H -1.152 -1.015 -1.887  -0.6683
H -2.625 -0.630 -1.432  0.4757
H -2.844 1.295 0.791  0.5820
H -1.677 2.423 0.802  1.1729
H -1.105 -0.299 1.799  -0.8263
H -1.597 0.905 2.750  0.6207
H 0.820 0.845 2.786  1.9474
H 0.453 2.360 2.347  -0.0863
H 2.068 -0.909 -0.417  0.5938
H 0.819 -1.405 0.563  0.2604
H 2.042 -1.096 1.277  0.5876
H 2.369 2.762 0.411  0.6249
H 3.003 1.577 -0.488  0.4026
H 3.224 1.543 1.031  0.7254
H -2.819 2.092 -1.591  0.4990
H -1.430 1.677 -2.743  0.2448
H -1.469 2.930 -1.662  0.6123
N 2.870 -4.136 3.642  0.0965
C 3.132 -2.925 2.954  -0.6482
C 3.097 -1.823 4.065  -0.4093
C 2.887 -2.498 5.308  -0.5261
C 2.697 -4.010 5.036  -0.4939
H 2.857 -5.055 3.235  0.2335
H 3.248 -2.945 1.850  0.2917
H 3.256 -0.824 3.984  0.9010
H 2.847 -2.029 6.306  0.3781
H 2.511 -4.863 5.890  0.2531
N -0.370 -2.729 -3.714  -0.1306
C -0.590 -1.871 -4.804  -0.6971
C 0.622 -1.131 -5.025  -0.8345
C 1.569 -1.412 -3.888  -0.2537
C 0.798 -2.468 -3.023  -0.4559
H -0.848 -3.720 -3.319  0.3739
H -1.428 -1.939 -5.505  0.4764
H 0.820 -0.449 -5.771  0.6433
H 2.556 -1.052 -3.817  0.5144
H 1.237 -2.922 -2.063  0.3240
N -2.736 2.350 5.045  -0.0179
C -3.740 2.056 4.161  -0.4280
C -3.834 3.191 3.012  -0.6777
C -2.627 3.995 3.364  -0.3273
C -2.011 3.438 4.657  -0.7911
H -2.401 1.647 5.668  0.2948
H -4.385 1.151 4.289  0.3808
H -4.511 3.190 2.333  0.7796
H -2.397 4.833 2.676  0.3991
H -1.201 3.949 5.232  0.4181
N 4.657 1.830 4.320  0.0031
C 3.446 2.126 4.989  -0.5307
C 2.703 3.217 4.138  -1.3234
C 3.735 3.535 3.073  -0.5036
C 4.972 2.779 3.268  -0.6956
H 5.296 1.157 4.773  0.2673
H 3.156 1.365 5.825  0.2908
H 1.874 3.521 4.196  1.5948
H 3.487 4.335 2.397  0.4721
H 5.937 2.645 2.879  0.4668
C -5.910 -1.931 2.069  -0.7147
N -5.080 -2.006 0.820  0.8415
O -4.376 -1.092 0.534  -0.3897
O -5.435 -2.876 0.054  -0.5964
H -6.959 -2.385 1.929  0.3034
H -5.838 -0.764 2.212  0.2399
H -5.036 -2.326 2.597  0.2834
C -1.908 2.187 -6.041  -0.4412
N -1.009 2.872 -6.929  0.8868
O -1.288 2.963 -8.087  -0.5560
O 0.029 3.401 -6.589  -0.5537
H -1.323 1.785 -5.219  -0.0064
H -2.497 1.691 -6.759  0.3925
H -2.497 3.062 -5.562  0.2826
C -5.811 -1.141 -3.959  -0.9480
N -4.321 -1.045 -4.262  0.7540
O -3.620 -0.376 -3.460  -0.3587
O -3.900 -1.440 -5.349  -0.4792
H -6.243 -1.429 -4.951  0.3668
H -6.145 -0.151 -3.862  0.3497
H -6.216 -1.837 -3.310  0.3333
C -0.964 -3.868 3.553  -0.6734
N -1.548 -3.024 2.361  0.8991
O -2.448 -2.252 2.631  -0.4847
O -0.977 -3.279 1.270  -0.5304
H -0.530 -4.770 3.087  0.2394
H -1.848 -3.965 4.102  0.3617
H -0.383 -3.077 4.254  0.2024
C 4.857 -3.597 -2.257  -0.7984
N 4.434 -3.558 -0.848  0.8016
O 5.038 -3.967 0.058  -0.5327
O 3.319 -3.131 -0.617  -0.4350
H 4.566 -4.617 -2.554  0.2933
H 5.950 -3.688 -2.198  0.3794
H 4.723 -2.732 -2.861  0.2581
C 2.661 3.535 -4.947  -0.6885
N 3.726 2.809 -4.233  0.8944
O 4.861 3.109 -4.594  -0.5519
O 3.456 2.091 -3.322  -0.4824
H 2.958 4.601 -4.641  0.2890
H 1.646 3.192 -4.463  0.1452
H 2.676 3.360 -5.879  0.3873